No. 1
Density functional theory data (wB97M-V/def2-TZVPD) for the molecule C7H17NO2 at a distorted geometry.

Summary:
spin multiplicity	1
relative energy (zero: lowest compared OMol25 entry of this formula, charge and spin)	193.6	kJ/mol
HOMO-LUMO gap	8.986	eV
total energy	-482.104612	Eh
LUMO energy	0.798	eV

Positions of all 27 atoms, in Å:
1 C -2.002900 -0.892894 0.947022
2 C -1.453777 -0.172741 -0.273391
3 C -2.323315 1.022969 -0.636345
4 C 0.254086 0.332206 -0.084378
5 C 0.324160 1.330268 1.059114
6 O 0.647497 0.892621 -1.319528
7 C 1.004563 -0.922779 0.171311
8 N 0.689161 -2.033466 -0.652871
9 C 2.688855 -0.427111 -0.137615
10 O 3.121784 0.891588 0.012277
11 H -3.049317 -1.171776 0.794405
12 H -1.429850 -1.799965 1.126948
13 H -1.971488 -0.251279 1.828045
14 H -1.457925 -0.864074 -1.119867
15 H -1.998242 1.501715 -1.561863
16 H -2.340140 1.760872 0.167693
17 H -3.357103 0.709587 -0.808890
18 H -0.267195 2.216412 0.829956
19 H -0.048479 0.893697 1.981343
20 H 1.345753 1.652346 1.246044
21 H 0.051427 1.623705 -1.517732
22 H 0.954643 -1.197091 1.224316
23 H 1.108233 -2.901845 -0.350937
24 H 0.723129 -1.804765 -1.638694
25 H 2.844726 -0.763302 -1.170365
26 H 3.299904 -1.037298 0.530166
27 H 2.641809 1.412399 -0.646161

Atoms 1-3, force components in eV/Å:
0.3 0.1 -0.1
1.9 1.0 0.0
0.1 -0.1 0.1

The computed Löwdin charges, all in e, follow: atom 1 (C): -0.087, atom 2 (C): -0.309, atom 3 (C): -0.094, atom 4 (C): -0.467, atom 5 (C): -0.013, atom 6 (O): -0.015, atom 7 (C): -0.297, atom 8 (N): 0.055, atom 9 (C): -0.172, atom 10 (O): -0.087, atom 11 (H): 0.079, atom 12 (H): 0.067, atom 13 (H): 0.072, atom 14 (H): 0.113, atom 15 (H): 0.069, atom 16 (H): 0.073, atom 17 (H): 0.080, atom 18 (H): 0.082, atom 19 (H): 0.084, atom 20 (H): 0.080, atom 21 (H): 0.093, atom 22 (H): 0.139, atom 23 (H): 0.088, atom 24 (H): 0.091, atom 25 (H): 0.096, atom 26 (H): 0.100, atom 27 (H): 0.078

---

No. 2
Density functional theory data (wB97M-V/def2-TZVPD) for a cluster of 3 separate species, C7H17NO4S2 in total at a distorted geometry.

Summary:
spin multiplicity	1
relative energy (zero: lowest compared OMol25 entry of this formula, charge and spin)	0.0	kJ/mol
HOMO-LUMO gap	9.267	eV
total energy	-1428.893197	Eh
LUMO energy	0.470	eV

Positions of all 31 atoms, in Å:
1 C 0.506032 1.955842 -2.064360
2 C -0.016998 2.338871 -3.233879
3 N -0.198560 1.465510 -4.384464
4 C -0.140831 0.097277 -4.051270
5 O -1.051427 -0.526048 -3.599277
6 O 1.059424 -0.501139 -4.332706
7 H 0.326720 1.001906 -1.579181
8 H 1.132583 2.667368 -1.538772
9 H -0.363612 3.349304 -3.416997
10 H 0.601990 1.660800 -4.975774
11 H 1.758463 -0.068614 -3.822558
12 C -3.213143 0.708822 1.400485
13 S -1.673785 -0.155797 1.082887
14 O -0.749688 0.827922 0.441578
15 C -2.303655 -1.203442 -0.232537
16 H -3.024958 1.452609 2.171570
17 H -3.552421 1.198625 0.487677
18 H -3.957623 -0.004236 1.753114
19 H -2.701932 -0.585849 -1.037688
20 H -3.077764 -1.856451 0.170169
21 H -1.477688 -1.803347 -0.608678
22 C 2.954246 -1.716106 4.146918
23 S 1.684957 -0.516434 3.717653
24 O 0.377971 -1.115811 4.093670
25 C 1.852403 -0.685452 1.938835
26 H 2.985764 -1.796454 5.231403
27 H 2.702881 -2.683732 3.712566
28 H 3.919318 -1.369466 3.777256
29 H 1.678465 -1.723199 1.650529
30 H 2.851995 -0.371144 1.636062
31 H 1.110875 -0.042136 1.465771

Atoms 1-3, force components in eV/Å:
-0.1 0.4 -0.2
0.1 -0.4 -0.1
-0.3 -0.3 0.7

The computed Löwdin charges, all in e, follow: atom 1 (C): 0.011, atom 2 (C): -0.159, atom 3 (N): 0.056, atom 4 (C): -0.606, atom 5 (O): 0.135, atom 6 (O): 0.085, atom 7 (H): 0.044, atom 8 (H): 0.063, atom 9 (H): 0.103, atom 10 (H): 0.124, atom 11 (H): 0.113, atom 12 (C): -0.260, atom 13 (S): 0.825, atom 14 (O): -0.566, atom 15 (C): -0.256, atom 16 (H): 0.052, atom 17 (H): 0.060, atom 18 (H): 0.055, atom 19 (H): 0.058, atom 20 (H): 0.055, atom 21 (H): 0.052, atom 22 (C): -0.277, atom 23 (S): 0.797, atom 24 (O): -0.562, atom 25 (C): -0.275, atom 26 (H): 0.047, atom 27 (H): 0.056, atom 28 (H): 0.050, atom 29 (H): 0.062, atom 30 (H): 0.055, atom 31 (H): 0.004

---

No. 3
Density functional theory data (wB97M-V/def2-TZVPD) for the molecule C7H17O3PSi at a distorted geometry.

Summary:
spin multiplicity	1
relative energy (zero: lowest compared OMol25 entry of this formula, charge and spin)	79.4	kJ/mol
HOMO-LUMO gap	8.078	eV
total energy	-1133.468874	Eh
LUMO energy	0.269	eV

Positions of all 29 atoms, in Å:
1 C 1.705265 2.434659 -0.873742
2 C -3.158808 0.954175 -1.084922
3 C 0.745485 -3.706445 -0.991327
4 C 0.020128 -0.084579 2.413982
5 C 2.340242 1.066180 -0.373832
6 C -2.470685 1.483620 0.157673
7 C -0.606294 -3.330833 -0.463161
8 O -2.469929 -1.721818 0.322952
9 O 1.335006 0.076962 -0.143709
10 O -1.082484 1.293852 0.045180
11 Si -0.078786 0.153196 0.563097
12 P -1.126670 -1.746909 -0.230338
13 H 1.270828 2.942847 -0.102106
14 H 2.552918 3.142355 -1.257824
15 H 1.061418 2.235337 -1.748456
16 H -3.699828 0.072477 -0.946287
17 H -4.007649 1.526362 -1.316978
18 H -2.498317 0.938575 -1.848786
19 H 0.998972 -4.754963 -1.320358
20 H 1.482165 -3.493265 -0.282049
21 H 1.069241 -3.118922 -1.837421
22 H -0.990343 0.110927 2.759401
23 H 0.251951 -1.055131 2.630391
24 H 0.530956 0.690302 3.054094
25 H 3.019251 1.340824 0.543784
26 H 3.054070 0.638432 -1.065917
27 H -2.855015 0.969863 1.191726
28 H -2.619107 2.512253 0.270084
29 H -1.549115 -4.021991 -0.436522

Atoms 1-3, force components in eV/Å:
3.6 -1.6 -3.0
-1.6 0.7 2.8
0.2 -1.3 -1.2

The computed Löwdin charges, all in e, follow: atom 1 (C): -0.075, atom 2 (C): -0.069, atom 3 (C): -0.214, atom 4 (C): -0.123, atom 5 (C): -0.247, atom 6 (C): -0.269, atom 7 (C): -0.343, atom 8 (O): -0.452, atom 9 (O): -0.209, atom 10 (O): -0.214, atom 11 (Si): 0.279, atom 12 (P): 0.720, atom 13 (H): 0.020, atom 14 (H): 0.109, atom 15 (H): 0.081, atom 16 (H): 0.049, atom 17 (H): 0.063, atom 18 (H): 0.049, atom 19 (H): 0.085, atom 20 (H): 0.030, atom 21 (H): 0.054, atom 22 (H): 0.029, atom 23 (H): -0.005, atom 24 (H): 0.067, atom 25 (H): 0.140, atom 26 (H): 0.098, atom 27 (H): 0.163, atom 28 (H): 0.087, atom 29 (H): 0.094

---

Question: Which of these has the lowest HOMO-LUMO gap?
Answer: C7H17O3PSi

---

Question: Look up the total energy of the second one.
Answer: -1428.893197 Eh

---

Copy entry 3 word for word.
Density functional theory data (wB97M-V/def2-TZVPD) for the molecule C7H17O3PSi at a distorted geometry.

Summary:
spin multiplicity	1
relative energy (zero: lowest compared OMol25 entry of this formula, charge and spin)	79.4	kJ/mol
HOMO-LUMO gap	8.078	eV
total energy	-1133.468874	Eh
LUMO energy	0.269	eV

Positions of all 29 atoms, in Å:
1 C 1.705265 2.434659 -0.873742
2 C -3.158808 0.954175 -1.084922
3 C 0.745485 -3.706445 -0.991327
4 C 0.020128 -0.084579 2.413982
5 C 2.340242 1.066180 -0.373832
6 C -2.470685 1.483620 0.157673
7 C -0.606294 -3.330833 -0.463161
8 O -2.469929 -1.721818 0.322952
9 O 1.335006 0.076962 -0.143709
10 O -1.082484 1.293852 0.045180
11 Si -0.078786 0.153196 0.563097
12 P -1.126670 -1.746909 -0.230338
13 H 1.270828 2.942847 -0.102106
14 H 2.552918 3.142355 -1.257824
15 H 1.061418 2.235337 -1.748456
16 H -3.699828 0.072477 -0.946287
17 H -4.007649 1.526362 -1.316978
18 H -2.498317 0.938575 -1.848786
19 H 0.998972 -4.754963 -1.320358
20 H 1.482165 -3.493265 -0.282049
21 H 1.069241 -3.118922 -1.837421
22 H -0.990343 0.110927 2.759401
23 H 0.251951 -1.055131 2.630391
24 H 0.530956 0.690302 3.054094
25 H 3.019251 1.340824 0.543784
26 H 3.054070 0.638432 -1.065917
27 H -2.855015 0.969863 1.191726
28 H -2.619107 2.512253 0.270084
29 H -1.549115 -4.021991 -0.436522

Atoms 1-3, force components in eV/Å:
3.6 -1.6 -3.0
-1.6 0.7 2.8
0.2 -1.3 -1.2

The computed Löwdin charges, all in e, follow: atom 1 (C): -0.075, atom 2 (C): -0.069, atom 3 (C): -0.214, atom 4 (C): -0.123, atom 5 (C): -0.247, atom 6 (C): -0.269, atom 7 (C): -0.343, atom 8 (O): -0.452, atom 9 (O): -0.209, atom 10 (O): -0.214, atom 11 (Si): 0.279, atom 12 (P): 0.720, atom 13 (H): 0.020, atom 14 (H): 0.109, atom 15 (H): 0.081, atom 16 (H): 0.049, atom 17 (H): 0.063, atom 18 (H): 0.049, atom 19 (H): 0.085, atom 20 (H): 0.030, atom 21 (H): 0.054, atom 22 (H): 0.029, atom 23 (H): -0.005, atom 24 (H): 0.067, atom 25 (H): 0.140, atom 26 (H): 0.098, atom 27 (H): 0.163, atom 28 (H): 0.087, atom 29 (H): 0.094

---

Question: What is the relative energy (zero: lowest compared OMol25 entry of this formula, charge and spin) in the third record?
Answer: 79.4 kJ/mol